An isolated ion of composition C14H19FN5 and charge +1 in a non-equilibrium geometry. Source: the OMol25 dataset; level of theory: ωB97M-V/def2-TZVPD.

Structure (ORCA input):
```
! RIJCOSX wB97M-V def2-TZVPD def2/J DEFGRID3
* xyz 1 1
N 2.15283 1.43982 -1.31390
C 1.80718 0.93012 -0.19407
N 2.62917 1.10886 0.82623
C 2.37936 0.73065 2.02158
N 3.48564 1.06448 3.12149
N 1.51173 0.08410 2.31614
C 0.38611 -0.07794 1.49771
C 0.23647 -1.48702 1.55094
C -1.13141 -2.36353 1.09409
C -2.25411 -1.64455 1.88149
C -2.26534 -0.05781 1.47844
C -1.06019 0.47947 2.15631
N 0.66752 0.42585 0.31635
C -0.22637 0.10999 -0.90388
C -0.06111 -0.89222 -1.65654
C -0.80628 -1.51187 -2.81123
C -1.80090 -0.28411 -3.23943
F -2.58526 -0.52967 -4.20265
C -1.75689 0.98550 -2.55267
C -1.17459 0.97971 -1.27480
H 2.97108 2.06811 -1.34173
H 1.59131 1.22679 -2.03674
H 3.05202 0.67815 4.04299
H 4.09691 0.51297 3.04300
H 3.58813 1.87711 3.21178
H 0.91016 -2.05834 1.00358
H 0.40931 -2.06217 2.58353
H -1.30973 -2.00846 0.02830
H -1.30615 -3.44134 1.25609
H -2.18600 -1.58477 2.97417
H -3.20714 -1.85950 1.42512
H -2.51751 0.07546 0.51049
H -3.01117 0.34138 2.04003
H -0.85293 1.47961 1.82478
H -0.74952 0.48056 2.93553
H 0.70046 -1.77500 -1.50927
H -0.62288 -2.19970 -3.49457
H -2.63402 1.71850 -2.75416
H -1.12102 2.11211 -0.68356
*
```

Output
Calculated total energy ... -24973.8064 eV
Gap between HOMO and LUMO ... 8.86 eV
F_max ... 19.9 eV/A

---

A 21-piece molecular cluster, C16H57N3O23 overall in a non-equilibrium geometry. Source: the OMol25 dataset; level of theory: ωB97M-V/def2-TZVPD.

Structure (ORCA input):
```
! RIJCOSX wB97M-V def2-TZVPD def2/J DEFGRID3
* xyz 0 1
O 5.23054 -1.68828 1.62016
O -3.68381 -1.18163 -0.32825
N 3.45807 -1.83967 0.32917
N 2.24742 -1.48894 0.06178
N -1.07156 -0.39587 -0.84448
O -3.86865 -2.14824 -2.45206
C 4.02821 -1.47575 1.49631
C -3.23710 -1.35460 -1.47491
C 3.20462 -0.91665 2.62469
C 1.84302 -0.66821 2.37717
C -1.82691 -0.88577 -1.75638
C 0.20475 0.00288 -1.02214
C -1.27064 -1.05427 -3.05932
C 0.80188 -0.11444 -2.32411
C 0.04820 -0.64478 -3.39442
C -5.29746 -2.18751 -2.46381
C 3.89689 -0.43333 3.92447
C 0.99189 0.02319 3.46486
C 1.33691 -0.79678 0.94478
C 0.88989 0.54507 0.22783
C 2.90181 0.07717 5.02439
C 1.72839 0.87137 4.42177
H -1.95120 -1.44482 -3.83823
H 1.78421 0.15723 -2.47675
H 0.45810 -0.60925 -4.42559
H -5.63894 -2.24813 -1.48781
H -5.63181 -1.18719 -2.81773
H -5.77973 -2.97229 -3.07934
H 4.58139 -1.17179 4.34282
H 4.51782 0.42804 3.66498
H 0.38295 0.76578 2.90899
H 0.42483 -0.70739 3.89920
H 0.39382 -1.40413 0.95050
H 0.07323 1.04575 0.83057
H 1.75932 1.23861 -0.03187
H 2.45733 -0.75734 5.56991
H 3.42398 0.71525 5.79631
H 2.14385 1.79405 3.94868
H 1.03022 1.20601 5.20549
O 1.00605 -3.12382 5.74066
H 1.94442 -3.50097 5.77201
H 0.72410 -3.06046 4.77099
O -5.08009 -3.34316 0.92077
H -5.10206 -2.96413 1.85864
H -4.82850 -2.59718 0.28518
O -7.78979 0.40719 -3.13702
H -7.92754 -0.22770 -3.91272
H -7.96024 1.34864 -3.46622
O 3.71799 3.61106 -0.49612
H 4.50986 4.21568 -0.67260
H 3.77228 2.82668 -1.13296
O 3.18279 4.28011 3.88547
H 2.82641 4.25378 4.83208
H 3.93274 4.95838 3.84981
O -1.18155 1.74378 -5.13026
H -0.18283 1.63056 -5.01407
H -1.53533 0.93389 -5.62288
O 1.10898 -3.66227 2.97715
H 1.05579 -3.87866 1.99018
H 1.98574 -4.02180 3.33182
O -1.42859 -2.75861 2.47305
H -0.47039 -2.93732 2.74447
H -1.74690 -3.53651 1.90975
O -3.97126 0.11794 -5.25057
H -3.81221 0.69287 -6.06783
H -4.29863 -0.78766 -5.56118
O -4.60587 1.50727 -0.05138
H -4.70204 1.74475 -1.03022
H -4.29575 0.54616 0.01075
O -8.60713 -2.54626 -4.21265
H -8.69726 -2.99940 -3.31248
H -8.88269 -3.20739 -4.92730
O -4.92444 1.42387 -2.91038
H -5.93076 1.36776 -2.82132
H -4.64110 0.81901 -3.67040
O 6.63890 2.12918 2.57369
H 7.16358 1.65963 1.84705
H 5.67348 2.18899 2.27680
O 4.11886 2.68705 1.90915
H 3.70011 3.23205 2.65170
H 3.91828 3.14578 1.02989
O 4.18419 1.54825 -2.25722
H 4.99381 1.11611 -1.83116
H 3.71936 0.85338 -2.82717
O 0.29620 4.23790 3.68841
H -0.14100 4.14140 2.78105
H 1.29916 4.19879 3.56074
O 1.55446 2.22851 -5.12327
H 2.20163 1.56666 -4.71475
H 1.35617 2.94200 -4.43379
O 3.38852 0.17690 -4.56631
H 4.30505 0.37602 -4.94590
H 3.23815 -0.82255 -4.61360
O 2.72885 -3.48773 -2.06180
H 3.65827 -3.31251 -2.42131
H 2.78774 -3.55165 -1.05373
O -1.59357 1.80181 4.18522
H -0.94269 2.57182 4.27011
H -2.39714 2.00288 4.76625
*
```

Output
Calculated total energy ... -69075.6769 eV
Gap between HOMO and LUMO ... 8.11 eV
F_max ... 5.3 eV/A

---

C2H6O3Rh as an isolated structure in a non-equilibrium geometry. Source: the OMol25 dataset; level of theory: ωB97M-V/def2-TZVPD.

Structure (ORCA input):
```
! RIJCOSX wB97M-V def2-TZVPD def2/J DEFGRID3
* xyz 1 5
O 0.72561 -1.11219 0.14446
Rh -1.05100 -0.67605 -0.13889
O -0.28903 0.57582 1.03055
C 1.90399 -1.00548 -0.60027
C 1.75498 -0.16231 -1.85688
H 2.70560 -0.59062 0.03866
H 2.22191 -2.02685 -0.88126
H 1.57525 0.89141 -1.59688
H 2.66652 -0.21335 -2.46962
H 0.90833 -0.51749 -2.46551
O -1.95430 0.95198 0.39605
H -1.79394 1.80169 -0.02621
*
```

Output
Calculated total energy ... -11304.9835 eV
Gap between HOMO and LUMO (alpha / beta) ... 8.02 / 7.09 eV
F_max ... 3.9 eV/A

---

C27H33F6MnO6 as an isolated structure in a non-equilibrium geometry. Source: the OMol25 dataset; level of theory: ωB97M-V/def2-TZVPD.

Structure (ORCA input):
```
! RIJCOSX wB97M-V def2-TZVPD def2/J DEFGRID3
* xyz -1 4
C -3.81311 1.46530 -2.22389
C -3.12804 1.35648 -0.84193
C -2.68485 1.43592 -3.26395
C -1.53366 2.15211 -2.54971
H -3.03291 1.94395 -4.17126
H -2.43098 0.39238 -3.48285
C -1.89250 2.22545 -1.01530
H -2.84952 0.30539 -0.68045
H -3.78984 1.70373 -0.03677
C -0.62008 1.81100 -0.26465
H -2.15443 3.26246 -0.74283
H -1.45879 3.18284 -2.94033
C -0.11517 1.48052 -2.53013
C -4.90120 0.42825 -2.44694
C -4.61839 2.78071 -2.36311
O -4.75268 3.37741 -3.41158
O -4.96871 -0.61364 -1.82105
O -5.80262 0.77223 -3.38546
O -5.16533 3.15723 -1.17535
C -6.56383 2.93240 -0.87023
H -6.58587 2.39113 0.08193
H -7.07271 2.35380 -1.65117
H -7.01389 3.92283 -0.77056
C -6.71755 -0.29411 -3.66192
H -6.17320 -1.23421 -3.81174
H -7.25913 -0.00324 -4.56140
H -7.40510 -0.41945 -2.81559
O 0.46986 1.74295 -1.22244
H -0.71629 0.82678 0.24777
H -0.35437 2.56224 0.49989
C 0.76918 2.08918 -3.61643
C -0.17625 -0.04302 -2.71358
H -0.45607 -0.31187 -3.73971
H -0.88108 -0.50421 -2.00902
H 0.81835 -0.46672 -2.51523
H 1.75015 1.59757 -3.63399
H 0.90777 3.16713 -3.45725
H 0.28955 1.94159 -4.59479
Mn 2.00857 -1.21327 2.49614
C 3.32709 0.20362 3.60771
C 2.64060 0.99468 2.63274
C 1.25071 0.97782 2.95051
H 3.10656 1.60359 1.86264
C 1.05324 0.05727 4.01963
C 2.34637 -0.44277 4.43629
H 2.56525 -1.04852 5.31338
H 4.39146 0.19238 3.77901
H 0.50260 1.66622 2.55406
H 0.10248 -0.09272 4.53094
C 1.94690 -3.26985 1.66628
C 2.15453 -3.23694 3.09349
C 0.95222 -2.67337 3.67248
H 2.97533 -3.66967 3.64829
C 0.04734 -2.36555 2.60379
C 0.67193 -2.71475 1.37096
H 0.19985 -2.72507 0.38504
H 2.58654 -3.73801 0.91457
H 0.72408 -2.63831 4.73232
H -0.99113 -2.06080 2.70978
C 5.09235 -3.32614 1.01026
C 5.07522 -1.92482 1.56077
O 3.84668 -1.39134 1.74663
C 5.84009 -1.93713 2.95146
F 6.90423 -2.78619 2.99051
F 6.27811 -0.70029 3.31022
F 4.96207 -2.35296 3.92894
C 5.87550 -1.01469 0.51843
F 7.18263 -1.41530 0.41542
F 5.31091 -1.15011 -0.71849
F 5.86382 0.30283 0.83046
H 4.61121 -3.99866 1.73221
H 6.12748 -3.64300 0.85175
H 4.55047 -3.33870 0.05439
*
```

Output
Calculated total energy ... -88443.6417 eV
Gap between HOMO and LUMO (alpha / beta) ... 4.52 / 5.18 eV
F_max ... 2.9 eV/A

---

One molecule with the formula C5H7NO in a non-equilibrium geometry. Source: the OMol25 dataset; level of theory: ωB97M-V/def2-TZVPD.

Structure (ORCA input):
```
! RIJCOSX wB97M-V def2-TZVPD def2/J DEFGRID3
* xyz 0 1
C -0.92981 -1.37503 1.87338
N 0.11386 -0.82866 1.02434
C 0.07062 0.07607 0.06606
O -0.96499 0.76629 -0.42494
C -0.05389 0.81461 -1.61717
C 1.11916 1.62873 -1.33298
C 1.14909 0.18181 -0.84662
H -1.00258 -2.46049 1.75179
H -0.74034 -1.15374 2.92917
H -1.89199 -0.93252 1.59580
H -0.50422 0.43686 -2.52612
H 1.01260 2.46639 -0.64464
H 1.81411 1.78908 -2.15167
H 1.03601 -1.22352 0.79701
*
```

Output
Calculated total energy ... -8831.3603 eV
Gap between HOMO and LUMO ... 8.49 eV
F_max ... 1.4 eV/A
Energy relative to the best compared isomer or geometry (same formula, charge and spin) ... 467.2 kJ/mol

---

A 2-piece molecular cluster, C5H7BN2O overall in a non-equilibrium geometry. Source: the OMol25 dataset; level of theory: ωB97M-V/def2-TZVPD.

Structure (ORCA input):
```
! RIJCOSX wB97M-V def2-TZVPD def2/J DEFGRID3
* xyz 0 1
B 0.34486 -0.19376 1.56683
C 0.15109 0.94185 -2.07893
C 0.67325 0.57189 -0.81517
C -0.99305 0.21343 -2.45977
C -1.39480 -0.54846 -0.37717
C -0.16968 -0.11614 0.06382
N -1.82273 -0.40637 -1.61119
N 0.37794 0.64618 2.65127
O 1.57766 -2.03188 2.02064
H 0.83386 1.28375 -2.90376
H 1.62952 0.78499 -0.50637
H -1.38088 0.28574 -3.45994
H -1.95141 -0.84728 0.51703
H 0.03637 1.57262 2.78543
H 0.90282 0.25934 3.47446
H 1.18518 -2.41591 1.13283
*
```

Output
Calculated total energy ... -11000.7222 eV
Gap between HOMO and LUMO ... 9.40 eV
F_max ... 5.3 eV/A
Energy relative to the best compared isomer or geometry (same formula, charge and spin) ... 258.8 kJ/mol